No. 1
The following is a quantum chemistry calculation of a structure of composition C38H45CsN9S2Si2, from OMol25.

The geometry in ORCA input format:
```
! wB97M-V def2-TZVPD RIJCOSX def2/J DEFGRID3
* xyz -1 1
Cs 0.281 -0.313 -1.018
C 0.685 -3.275 1.868
Si 0.614 -1.849 3.108
C 1.560 -2.519 4.618
C -1.171 -1.675 3.691
C 1.292 -0.344 2.377
C 2.678 -0.471 1.877
C 3.791 -0.455 2.752
C 5.082 -0.449 2.270
C 5.291 -0.485 0.895
C 4.168 -0.553 0.097
N 2.911 -0.556 0.546
Si 0.952 1.304 3.045
C 1.565 1.679 4.807
C 1.815 2.607 1.974
C -0.890 1.731 3.132
H 0.562 -4.257 2.335
H 1.666 -3.238 1.387
H -0.060 -3.183 1.074
H 1.106 -3.436 5.007
H 1.580 -1.780 5.425
H 2.599 -2.749 4.359
H -1.534 -2.638 4.062
H -1.829 -1.362 2.878
H -1.265 -0.950 4.504
H 3.599 -0.419 3.816
H 5.922 -0.413 2.955
H 6.281 -0.478 0.461
H 4.288 -0.583 -0.986
H 2.652 1.579 4.878
H 1.122 0.981 5.524
H 1.303 2.695 5.120
H 2.901 2.491 2.051
H 1.566 3.622 2.297
H 1.555 2.505 0.917
H -1.375 1.208 3.959
H -1.424 1.459 2.220
H -1.021 2.804 3.306
S -0.462 0.406 -4.077
C -2.158 0.149 -4.090
N -2.810 -0.198 -5.144
N -4.214 -0.384 -4.907
C -5.058 0.693 -5.164
C -4.611 2.014 -5.134
C -5.509 3.054 -5.325
C -6.857 2.811 -5.548
C -7.302 1.494 -5.583
C -6.418 0.448 -5.395
N -2.956 0.449 -2.914
N -2.643 -0.129 -1.873
C -3.574 0.117 -0.806
C -4.918 0.354 -1.080
C -5.813 0.515 -0.036
C -5.375 0.436 1.281
C -4.037 0.187 1.551
C -3.136 0.013 0.510
H -4.496 -1.205 -5.423
H -3.563 2.217 -4.967
H -5.143 4.073 -5.298
H -7.549 3.631 -5.692
H -8.350 1.279 -5.759
H -6.774 -0.577 -5.416
H -5.238 0.400 -2.114
H -6.859 0.696 -0.250
H -6.077 0.559 2.095
H -3.687 0.128 2.573
H -2.095 -0.183 0.747
N -0.936 6.355 2.212
C -0.677 5.725 1.286
C -0.343 4.953 0.122
C 0.436 5.495 -0.894
C 0.724 4.706 -1.990
C 0.234 3.406 -2.027
N -0.495 2.875 -1.045
C -0.783 3.637 0.002
H 0.797 6.512 -0.818
H 1.315 5.085 -2.811
H 0.407 2.758 -2.881
H -1.379 3.191 0.789
N 2.600 -2.768 -2.582
C 2.015 -3.685 -1.777
S 0.427 -4.148 -1.979
N 2.763 -4.227 -0.781
C 4.111 -4.004 -0.429
C 4.437 -3.990 0.926
C 5.753 -3.846 1.324
C 6.762 -3.703 0.380
C 6.438 -3.722 -0.967
C 5.123 -3.886 -1.379
H 1.987 -2.316 -3.242
H 3.418 -2.270 -2.266
H 2.202 -4.746 -0.123
H 3.648 -4.074 1.665
H 5.987 -3.823 2.380
H 7.790 -3.578 0.694
H 7.217 -3.630 -1.714
H 4.889 -3.960 -2.432
*
```

Output
- Gap between HOMO and LUMO: 5.948 eV
- E_LUMO: 1.82 eV
- Largest force on an atom: 0.68 eV/Å

No. 2
The following is a quantum chemistry calculation of a cluster of 2 separate species, C4H9O2 in total in a non-equilibrium geometry, from OMol25.

The geometry in ORCA input format:
```
! wB97M-V def2-TZVPD RIJCOSX def2/J DEFGRID3
* xyz -1 1
C 2.412 0.389 0.544
O 2.795 -0.510 1.617
C 1.465 -0.336 -0.349
C 0.268 0.113 -0.704
H 3.304 0.678 -0.026
H 1.939 1.272 0.979
H 3.668 -0.232 1.905
H 1.849 -1.296 -0.689
H -0.369 -0.422 -1.392
H -0.149 0.995 -0.238
C -2.951 0.077 -0.296
O -3.979 0.193 -1.127
H -2.290 -0.874 -0.386
H -2.236 0.937 -0.290
H -3.199 -0.046 0.799
*
```

Output
- Gap between HOMO and LUMO: 4.757 eV
- E_LUMO: 2.92 eV
- Largest force on an atom: 1.01 eV/Å

No. 3
The following is a quantum chemistry calculation of the molecule C19H23FN4O5S2, from OMol25.

The geometry in ORCA input format:
```
! wB97M-V def2-TZVPD RIJCOSX def2/J DEFGRID3
* xyz 0 1
C 2.324 5.942 0.661
O 1.649 5.016 -0.154
C 1.547 3.721 0.285
C 2.080 3.229 1.466
C 1.917 1.898 1.813
C 1.219 1.035 0.978
N 1.096 -0.301 1.367
C 0.494 -1.316 0.719
O -0.040 -1.262 -0.374
C 0.550 -2.624 1.553
C 0.115 -3.830 0.699
C -1.082 -4.629 1.194
S -2.663 -3.711 1.313
C -2.810 -3.045 -0.366
N -0.236 -2.472 2.760
C 0.261 -1.862 3.866
N -0.608 -1.783 4.909
O 1.394 -1.404 3.924
C 0.681 1.519 -0.210
C 0.838 2.847 -0.559
N 0.313 3.317 -1.763
S -1.228 2.847 -2.246
O -1.599 3.785 -3.263
O -2.098 2.677 -1.120
C -0.932 1.253 -3.004
C 0.113 1.119 -3.897
C 0.346 -0.110 -4.489
C -0.492 -1.166 -4.170
F -0.271 -2.364 -4.744
C -1.552 -1.035 -3.289
C -1.767 0.196 -2.697
H 2.271 6.892 0.132
H 3.374 5.664 0.800
H 1.841 6.044 1.638
H 2.623 3.877 2.135
H 2.331 1.529 2.739
H 1.484 -0.521 2.289
H 1.589 -2.749 1.880
H -0.092 -3.456 -0.306
H 0.949 -4.530 0.620
H -1.256 -5.469 0.520
H -0.914 -5.016 2.199
H -2.034 -2.304 -0.537
H -2.740 -3.865 -1.076
H -3.789 -2.582 -0.424
H -1.236 -2.603 2.660
H -1.473 -2.294 4.910
H -0.249 -1.451 5.786
H 0.136 0.860 -0.860
H 0.476 4.303 -1.913
H 0.736 1.972 -4.112
H 1.157 -0.260 -5.183
H -2.181 -1.884 -3.076
H -2.563 0.353 -1.986
*
```

Output
- Gap between HOMO and LUMO: 8.359 eV
- E_LUMO: 0.48 eV
- Largest force on an atom: 0.90 eV/Å

In eV, the ΔE to the lowest compared entry with this formula, charge and spin values for the records above are, in order, 0.000; 3.810; 0.023.